No. 1
{"formula": "C20H8Cl5FeNO6S", "method": "ωB97M-V/def2-TZVPD", "gap_ha": [0.14483, 0.26122], "homo_energy_ev": [-0.21, -3.21], "molar_mass_g_mol": 623.5, "e_above_lowest_kj_mol": 150.1, "e_lumo_ev": [3.73, 3.90], "s_squared": 6.103, "e_tot_ev": -142480.12407, "total_charge": -2, "multiplicity": 5, "species": ["Fe", "Cl", "Cl", "Cl", "Cl", "Cl", "S", "O", "O", "O", "O", "O", "O", "N", "C", "C", "C", "C", "C", "C", "C", "C", "C", "C", "C", "C", "C", "C", "C", "C", "C", "C", "C", "C", "H", "H", "H", "H", "H", "H", "H", "H"], "positions_angstrom": [[-0.050763, 0.448758, 1.073419], [-1.098969, -2.495338, 1.662289], [-6.333958, -1.472764, 0.677680], [-4.147311, -3.458441, 1.326313], [-5.643680, 1.506390, 0.163298], [-2.634184, 2.492317, 0.540911], [2.098919, 1.218692, 1.223312], [-0.092085, 0.357807, 2.979570], [-0.696589, 2.095077, -6.983706], [-0.968103, 3.389650, -5.203393], [0.252913, 0.949072, 5.119896], [-0.165190, 1.302532, -0.636315], [0.281389, -0.813395, -0.610822], [-0.689770, 2.271938, -5.704938], [0.600845, -0.954409, -3.399648], [0.653811, 0.627471, 4.000579], [0.129719, 0.235823, -1.301914], [-0.222123, 1.303454, -3.487033], [-2.392620, -1.368777, 1.303061], [0.232762, 0.096480, -5.504599], [4.024751, -0.101485, 2.497615], [3.952681, -1.006486, 4.727663], [0.583795, -1.008627, -4.802852], [2.062971, 0.212038, 3.823809], [-4.408111, 0.429513, 0.678491], [0.209611, 0.188191, -2.758444], [-0.221010, 1.269096, -4.898295], [-3.673099, -1.830301, 1.167791], [-4.689709, -0.922706, 0.809860], [2.750594, 0.379626, 2.594545], [-2.050342, -0.041270, 1.053794], [4.625599, -0.776518, 3.551947], [2.682765, -0.483623, 4.869100], [-3.082818, 0.856515, 0.829557], [-0.557988, 2.189569, -3.001527], [0.203500, 0.084661, -6.564974], [4.489922, -0.086548, 1.548431], [2.139618, -0.606809, 5.777810], [0.806609, -1.974729, -5.274038], [5.673713, -1.120541, 3.431349], [0.842641, -1.832576, -2.825123], [4.519275, -1.549337, 5.525533]], "atomic_forces_ev_per_a": [[0.127, -0.097, 1.379], [-0.342, 0.107, 0.040], [0.179, 0.103, -0.104], [0.335, -0.851, 0.261], [-0.101, 0.297, 0.107], [-0.342, 0.451, 0.127], [-0.483, 0.341, -0.560], [-1.026, 0.449, -0.376], [-0.087, -0.095, 0.258], [-0.434, 0.756, 0.585], [-0.065, 0.213, -0.933], [0.255, 0.012, -1.350], [0.199, 0.065, -0.050], [0.470, 0.183, -0.815], [0.188, -1.342, -0.620], [-0.184, -0.845, 0.987], [-0.361, -0.291, 1.139], [0.247, -0.057, -0.464], [1.016, 0.147, -0.288], [-0.259, -0.236, -0.884], [0.660, -0.983, 0.666], [1.096, -0.308, 0.861], [0.320, -0.860, 1.259], [1.307, -0.259, -0.225], [0.338, -0.143, -0.255], [-0.629, 1.770, -0.446], [0.100, -0.586, 0.816], [-1.405, 0.571, -0.441], [0.046, 0.004, 0.577], [-1.139, 0.151, 0.968], [0.202, -0.101, 0.519], [1.180, -0.105, -0.683], [-0.277, 0.307, -0.539], [0.343, -0.554, -0.471], [-0.173, 0.430, 0.371], [0.000, -0.035, -0.768], [0.645, 0.331, -0.783], [-0.383, -0.035, 0.495], [0.080, 0.580, -0.049], [-0.798, 0.089, 0.061], [0.109, -0.088, 0.158], [-0.952, 0.514, -0.534]], "lowdin_charge": [0.637, 0.699, 0.619, 0.663, 0.658, 0.724, 0.762, -0.157, -0.155, -0.104, 0.038, -0.169, -0.069, -0.437, -0.060, -0.591, -0.559, 0.075, -0.654, -0.045, -0.149, -0.123, -0.098, -0.145, -0.712, -0.160, -0.192, -0.732, -0.696, -0.597, -0.212, -0.121, -0.034, -0.677, 0.107, 0.085, 0.079, 0.102, 0.096, 0.101, 0.101, 0.103]}



No. 2
{"formula": "C21H10Cl4CoIN2O4", "method": "ωB97M-V/def2-TZVPD", "gap_ha": [0.24354, 0.12499], "homo_energy_ev": [-7.82, -7.16], "molar_mass_g_mol": 682.0, "e_lumo_ev": [-1.19, -3.76], "s_squared": 6.052, "e_tot_ev": -128926.64739, "total_charge": 0, "multiplicity": 5, "species": ["I", "Co", "Cl", "Cl", "Cl", "Cl", "O", "O", "O", "O", "N", "N", "C", "C", "C", "C", "C", "C", "C", "C", "C", "C", "C", "C", "C", "C", "C", "C", "C", "C", "C", "C", "C", "H", "H", "H", "H", "H", "H", "H", "H", "H", "H"], "positions_angstrom": [[0.368709, 3.670872, 3.350871], [-0.303966, -0.073750, -0.169708], [-1.721131, 6.405778, -1.205844], [2.409376, -3.064129, 2.226252], [-1.960319, -0.085938, 1.558943], [-1.630439, -3.244976, 5.811551], [0.632964, -1.319538, 0.977924], [-1.432580, -3.335091, -2.112473], [0.630310, 1.436927, 0.851661], [-1.494741, -1.265467, -1.259156], [-0.718134, 1.435137, -1.308004], [1.211950, -1.078337, -1.531975], [0.076779, 2.590473, 0.560293], [1.422446, -3.356912, -2.078077], [-0.950156, 3.821669, -1.409857], [0.641633, -2.264743, -1.743143], [-1.063278, -1.153644, 2.589935], [-0.613981, 4.968590, 0.744796], [-1.041133, 4.980142, -0.585981], [0.291338, -3.173130, 3.974579], [-1.492925, 3.652434, -2.710963], [3.403019, -2.034877, -1.795015], [-0.854740, -2.562510, 4.468496], [-0.874845, -2.282260, -1.735330], [-0.059410, 3.777315, 1.310780], [0.873708, -2.707650, 2.832892], [2.781453, -3.218690, -2.116070], [-0.532441, 2.642759, -0.755179], [2.536903, -0.935519, -1.470666], [-1.358419, 1.276781, -2.492742], [-1.693486, 2.397383, -3.215596], [-1.527234, -1.529556, 3.823800], [0.147355, -1.680095, 2.104154], [0.732965, -3.950379, 4.517892], [-0.723028, 5.748137, 1.472708], [2.899854, 0.060796, -1.189759], [-2.466595, -1.159341, 4.254819], [0.917208, -4.333992, -2.275367], [-1.787281, 4.570650, -3.220669], [3.377568, -4.089112, -2.418983], [-2.070230, 2.213300, -4.222933], [-1.487313, 0.222694, -2.744633], [4.502264, -1.972202, -1.664221]], "atomic_forces_ev_per_a": [[0.037, 0.099, -0.422], [1.413, -1.851, -0.259], [-0.259, 0.586, -0.315], [0.514, -0.703, 0.012], [-0.465, 0.183, 0.650], [-0.345, -0.471, 1.209], [-0.050, 0.451, -0.315], [1.020, 1.701, 0.273], [-0.996, 2.581, 0.463], [0.559, 0.336, 0.039], [-1.257, 0.780, -1.516], [0.106, 0.726, 0.746], [0.705, -1.253, -0.479], [-1.765, -1.178, -0.046], [-0.679, -0.976, 0.329], [0.526, 0.462, -0.895], [0.531, -0.455, 0.416], [0.305, -1.998, -0.240], [0.874, 0.230, 1.195], [0.119, 0.647, -0.152], [0.107, 1.127, 0.881], [-0.393, 1.795, 1.067], [-0.386, 0.351, -0.763], [-1.348, -2.911, -0.099], [-0.059, -0.079, 0.085], [-1.874, 2.137, -0.267], [1.158, -0.980, -0.412], [-0.093, 0.099, -0.840], [0.677, -1.250, -0.649], [1.587, 0.021, 2.019], [-0.263, -0.194, -1.526], [-0.599, -0.378, 0.361], [0.720, -0.787, -0.340], [0.567, -1.041, 0.772], [-0.239, 0.730, -0.398], [-0.024, -0.503, -0.125], [0.510, -0.098, -0.319], [0.516, 1.067, 0.117], [-0.006, -0.446, -0.176], [-0.142, 0.380, 0.279], [-0.134, 0.422, 0.300], [-0.256, 0.508, -0.288], [-0.921, 0.131, -0.372]], "lowdin_charge": [0.962, 0.565, 0.764, 0.770, 0.886, 0.709, -0.160, 0.031, -0.084, -0.133, 0.038, 0.056, -0.390, -0.001, -0.156, -0.190, -0.512, -0.135, -0.614, -0.121, 0.010, -0.040, -0.703, -0.562, -0.613, -0.596, -0.086, -0.138, -0.084, -0.027, -0.030, -0.128, -0.420, 0.094, 0.085, 0.118, 0.116, 0.141, 0.105, 0.117, 0.123, 0.122, 0.114]}



No. 3
{"formula": "C21H12I2N3OY", "method": "ωB97M-V/def2-TZVPD", "gap_ha": 0.22394, "homo_energy_ev": -13.28, "molar_mass_g_mol": 665.1, "e_above_lowest_kj_mol": 0.0, "e_lumo_ev": -7.18, "e_tot_ev": -45723.30090, "total_charge": 2, "species": ["I", "I", "Y", "O", "N", "N", "N", "C", "C", "C", "C", "C", "C", "C", "C", "C", "C", "C", "C", "C", "C", "C", "C", "C", "C", "C", "C", "C", "H", "H", "H", "H", "H", "H", "H", "H", "H", "H", "H", "H"], "positions_angstrom": [[2.246865, -5.134983, 0.712138], [0.347599, -4.656695, 6.319977], [0.112180, -0.344884, 0.177871], [0.850742, -2.163224, 0.621737], [0.676354, -0.094637, -2.118651], [-0.685035, 1.821438, -0.628648], [-0.373169, -0.764589, 2.482421], [1.327432, -1.012694, -2.828526], [-0.697752, -1.704912, 5.084071], [-0.410045, 2.066214, -1.945437], [-1.483639, 4.215034, -1.795914], [0.504749, -3.811251, 4.433162], [1.134561, -4.512296, 3.445669], [1.268988, 0.329459, -4.790270], [1.277848, -3.992825, 2.129346], [0.774263, -2.759968, 1.837968], [-0.995651, -0.042338, 3.411189], [0.167423, 2.555630, -4.671109], [0.297019, 1.071166, -2.719488], [0.578151, 1.322187, -4.066969], [1.644957, -0.837507, -4.176261], [-1.756063, 3.962890, -0.475909], [-1.336034, 2.748845, 0.065870], [0.112897, -2.002991, 2.841498], [-0.492108, 3.485439, -3.951758], [-0.031349, -2.514300, 4.147894], [-0.796161, 3.260296, -2.568947], [-1.181152, -0.469862, 4.721319], [-1.792987, 5.146073, -2.254259], [-1.695793, 0.167460, 5.424505], [-1.539502, 2.525757, 1.107659], [-2.281580, 4.675926, 0.142000], [1.543154, -5.492261, 3.649330], [1.605358, -1.920193, -2.302552], [-0.823366, -2.071342, 6.094903], [-1.368401, 0.928402, 3.101989], [-0.804325, 4.417921, -4.402771], [0.398933, 2.721368, -5.714846], [2.175136, -1.615582, -4.705292], [1.499502, 0.497827, -5.834910]], "atomic_forces_ev_per_a": [[0.024, 0.030, -0.128], [-0.009, -0.036, 0.089], [0.005, -0.045, 0.056], [0.065, -0.144, 0.014], [-0.053, 0.068, 0.068], [0.012, 0.038, -0.101], [0.030, -0.045, -0.030], [-0.007, 0.029, -0.021], [0.000, -0.019, 0.028], [-0.003, 0.049, -0.069], [-0.016, 0.018, 0.025], [0.000, 0.124, -0.199], [0.008, 0.048, -0.105], [0.030, -0.050, -0.021], [-0.081, -0.081, 0.396], [-0.053, 0.289, -0.283], [-0.016, 0.032, 0.003], [-0.008, 0.006, 0.015], [0.009, 0.023, -0.067], [-0.020, 0.013, 0.046], [-0.024, -0.006, 0.089], [0.023, -0.050, 0.002], [-0.012, 0.037, -0.019], [0.056, -0.227, 0.186], [0.012, -0.016, -0.013], [0.023, -0.096, 0.075], [0.015, -0.041, 0.014], [0.033, -0.007, -0.100], [0.001, 0.001, -0.005], [-0.001, -0.010, 0.020], [-0.007, 0.012, 0.003], [-0.002, 0.000, 0.006], [-0.012, -0.001, 0.041], [0.014, -0.011, -0.030], [-0.019, 0.035, 0.007], [-0.012, 0.006, 0.030], [0.000, 0.002, -0.002], [-0.001, 0.005, -0.003], [0.002, 0.005, -0.015], [-0.006, 0.014, -0.002]], "lowdin_charge": [1.021, 1.040, 1.852, -0.328, -0.039, -0.038, -0.038, -0.077, 0.011, -0.148, 0.053, -0.658, -0.195, 0.054, -0.652, -0.400, -0.109, 0.020, -0.148, -0.116, 0.006, 0.000, -0.099, -0.158, 0.018, -0.185, -0.117, -0.011, 0.142, 0.125, 0.109, 0.129, 0.087, 0.125, 0.076, 0.106, 0.135, 0.136, 0.131, 0.142]}